Record 1
C10H10BrIPr | wB97M-V/def2-TZVPD

Each line ends with the Löwdin spin population.
Positions of all 23 atoms, in Å:
C: -1.9255 -0.8385 -0.8062  0.01
C: -1.7211 -1.3358 0.5031  0.00
C: -1.7771 -0.2402 1.4006  0.00
H: -1.5463 -2.3652 0.7709  0.00
C: -1.9734 0.9324 0.6459  0.00
C: -2.0465 0.5678 -0.7217  0.02
H: -2.1605 1.2454 -1.5522  0.00
H: -1.9358 -1.4220 -1.7097  0.00
H: -1.6360 -0.2910 2.4667  0.00
H: -2.0077 1.9368 1.0332  0.00
Pr: 0.0000 0.0000 0.0000  2.01
Br: 1.1425 -0.8318 -1.7600  -0.03
C: 2.7712 0.6759 -4.9094  0.00
C: 1.6809 1.4587 -5.3384  0.00
C: 0.6981 0.5908 -5.8549  0.00
H: 1.6104 2.5399 -5.2813  0.00
C: 1.1811 -0.7285 -5.7451  0.00
C: 2.4625 -0.6759 -5.1609  0.00
H: 3.0992 -1.5268 -4.9427  0.00
H: 3.6873 1.0484 -4.4631  0.00
H: -0.2617 0.8865 -6.2652  0.00
H: 0.6584 -1.6270 -6.0560  0.00
I: 1.0891 0.5540 2.8187  -0.01

Values from the calculation:
E_tot (eV): -102741.71234
HOMO (spin up / spin down) (eV): -2.612 / -2.614
Largest force on an atom (hartree/bohr): 0.270
Charge: -1
Orbital gap (spin up / spin down) (eV): 4.47 / 4.52
Spin multiplicity: 3

Record 2
C10H10BrNO | wB97M-V/def2-TZVPD

Each line ends with the natural charge from an NBO analysis.
Positions of all 23 atoms, in Å:
C: 2.3436 1.8724 -0.3185  -0.40
N: 1.0692 1.1227 -0.0823  -0.45
C: -0.0498 1.5915 -0.7027  0.65
O: -0.0745 2.6432 -1.3266  -0.60
C: -1.0357 0.5686 -0.4760  -0.13
C: -2.4202 0.4150 -0.8382  -0.16
C: -3.1424 -0.6837 -0.3545  -0.21
C: -2.5220 -1.6363 0.5059  -0.19
C: -1.2046 -1.4916 0.8439  -0.20
C: -0.5259 -0.3723 0.4010  -0.06
C: 0.9098 -0.1178 0.5976  0.20
C: 1.8824 -1.1970 0.0036  -0.64
Br: 1.4449 -0.0589 2.5566  -0.06
H: 2.9850 1.6445 0.5461  0.21
H: 2.6544 1.4196 -1.1555  0.20
H: 2.0953 2.8902 -0.2031  0.24
H: -2.8265 1.1985 -1.4200  0.23
H: -4.2078 -0.9854 -0.5840  0.23
H: -3.1896 -2.4868 0.7976  0.22
H: -0.6919 -2.2168 1.5787  0.23
H: 2.9328 -1.0034 0.2027  0.23
H: 1.8789 -1.0828 -1.1305  0.23
H: 1.6945 -2.0335 0.5581  0.23

Values from the calculation:
E_tot (eV): -84111.82339
SMILES: CN1C(=O)c2ccccc2[C@]1(C)Br
HOMO (eV): -9.487
ΔE to the lowest compared entry with this formula, charge and spin (eV): 0.3897
Largest force on an atom (hartree/bohr): 0.106
Orbital gap (eV): 9.45

Record 3
C10H10BrNS | wB97M-V/def2-TZVPD

Each line ends with the natural charge from an NBO analysis.
Positions of all 23 atoms, in Å:
C: 2.3164 2.8249 -0.5336  -0.62
C: 1.5009 1.4768 -0.5121  -0.56
S: 1.6777 0.6362 1.1046  0.32
C: 1.0046 -0.9584 0.5886  -0.19
Br: 2.3220 -1.9244 -0.5949  0.06
C: 1.1149 -1.8258 2.1895  0.25
N: 1.2099 -2.3823 3.1833  -0.35
C: -0.3899 -1.0071 0.2017  -0.19
C: -1.3857 -1.3116 1.1716  -0.16
C: -2.7340 -1.2282 0.8392  -0.20
C: -3.0278 -0.8239 -0.4373  -0.20
C: -2.0701 -0.5623 -1.4202  -0.20
C: -0.7040 -0.6736 -1.1458  -0.18
H: 1.5292 3.6070 -0.6180  0.22
H: 2.8321 2.9688 0.4263  0.22
H: 3.1019 3.0108 -1.2360  0.23
H: 1.7347 0.8932 -1.4267  0.23
H: 0.4516 1.7544 -0.6073  0.22
H: -0.9903 -1.4235 2.1915  0.24
H: -3.3258 -1.5102 1.6292  0.22
H: -3.9846 -0.8975 -0.7423  0.21
H: -2.2692 -0.3763 -2.5473  0.23
H: 0.0857 -0.2668 -1.7040  0.22

Values from the calculation:
E_tot (eV): -92897.06908
SMILES: CCS[C@@](Br)(C#N)c1ccccc1
HOMO (eV): -9.280
ΔE to the lowest compared entry with this formula, charge and spin (eV): 2.3297
Largest force on an atom (hartree/bohr): 0.105
Orbital gap (eV): 9.20

Record 4
C10H10Cl3NO2Sn | wB97M-V/def2-TZVPD

Each line ends with the natural charge from an NBO analysis.
Positions of all 27 atoms, in Å:
C: 1.3252 -1.1502 -2.5070  -0.29
C: 1.3805 0.2483 -2.2393  -0.24
C: 0.0402 0.6951 -1.7607  -0.48
C: -0.8720 -0.5280 -1.9453  -0.46
C: -0.0005 -1.6381 -2.4261  -0.19
Sn: -0.1833 -0.3797 0.2267  1.58
C: 2.1463 0.8667 1.6373  -0.60
C: 2.9114 0.0373 2.6501  0.04
C: 3.4296 -1.2885 2.3174  -0.35
N: -0.2589 -2.7632 -0.0056  -0.69
H: -0.3524 1.7059 -1.7780  0.28
H: 2.0984 0.9047 -2.6843  0.24
H: -1.9301 -0.4845 -1.6981  0.27
H: -0.2865 -2.6689 -2.3009  0.25
H: 2.1529 -1.7584 -2.7824  0.23
H: 2.5840 0.7820 0.5704  0.23
H: 0.8510 -2.9871 -0.0733  0.29
H: 1.3645 1.8912 1.7836  0.26
H: 4.4687 -1.5707 1.9983  0.22
H: 2.7090 -1.9998 2.0200  0.20
Cl: -4.4994 3.4505 1.5629  0.06
C: -3.9368 1.7758 1.4486  -0.19
Cl: -3.9910 0.9200 3.0206  0.03
Cl: -4.9741 0.9268 0.2565  0.03
C: -2.4060 1.7470 1.0244  0.76
O: -1.7276 2.7656 0.8868  -0.59
O: -2.0430 0.5005 0.7975  -0.85

Values from the calculation:
E_tot (eV): -59505.20450
HOMO (spin up / spin down) (eV): -8.880 / -8.215
ΔE to the lowest compared entry with this formula, charge and spin (eV): 3.2780
Largest force on an atom (hartree/bohr): 0.135
Orbital gap (spin up / spin down) (eV): 6.35 / 7.08

Record 5
C10H10ClNO3Yb | wB97M-V/def2-TZVPD

Each line ends with the Löwdin spin population.
Positions of all 26 atoms, in Å:
C: -2.6515 1.4751 -0.3017  0.00
C: -2.1743 0.2319 -0.8016  0.00
C: -0.9778 0.4904 -1.5409  0.00
H: -2.6759 -0.7339 -0.6766  0.00
C: -0.7443 1.9053 -1.5210  0.00
C: -1.7963 2.5019 -0.7964  0.00
H: -1.9241 3.5728 -0.6861  0.00
H: -3.5737 1.6474 0.2557  0.00
H: -0.3601 -0.2663 -2.0288  0.00
H: 0.1327 2.4588 -1.8829  0.00
Yb: -0.3344 1.0754 1.0354  0.00
Cl: 1.1301 -0.3281 2.4216  0.04
C: 2.2889 -2.6658 0.8159  0.35
C: 2.8589 -2.1925 -0.4012  0.02
C: 2.0384 -2.6475 -1.4793  0.28
H: 3.7927 -1.6375 -0.4890  -0.01
C: 0.9567 -3.3993 -0.9226  0.19
C: 1.1109 -3.4061 0.4967  0.10
H: 0.4742 -3.9284 1.2109  0.00
H: 2.6982 -2.5081 1.8102  0.01
H: 2.2374 -2.5031 -2.5411  0.01
H: 0.1881 -3.9282 -1.4862  0.01
O: -0.4721 4.8919 2.7617  0.00
N: -0.6829 3.7377 2.3884  0.00
O: -1.8338 3.3113 2.0114  0.00
O: 0.2940 2.8450 2.3476  0.00

Values from the calculation:
E_tot (eV): -62215.62726
HOMO (spin up / spin down) (eV): -3.634 / -3.635
Largest force on an atom (hartree/bohr): 0.061
Charge: -1
Orbital gap (spin up / spin down) (eV): 6.77 / 4.53
Spin multiplicity: 2

Record 6
C10H10CrN2O4 | wB97M-V/def2-TZVPD

Each line ends with the Löwdin spin population.
Positions of all 27 atoms, in Å:
Cr: -0.0165 -0.0705 -1.0641  2.69
O: -0.2318 2.9571 -0.5364  0.07
C: -0.1200 1.8217 -0.8394  0.01
C: -0.1995 -1.9921 -1.2685  0.00
O: -0.5006 -3.1176 -1.2920  0.06
C: 1.8878 -0.0004 -1.3349  0.00
O: 3.0616 0.0552 -1.4429  0.07
C: -1.9768 0.0239 -0.8269  0.00
O: -3.1358 0.1333 -0.8042  0.05
C: -0.4017 0.8186 -4.0418  -0.04
H: -1.3056 1.3972 -3.6272  0.00
H: 0.5597 1.3869 -3.8134  0.00
C: -0.4131 -0.5155 -4.1926  -0.05
H: 0.5420 -1.1052 -4.0736  0.00
H: -1.3294 -1.1286 -3.9032  0.00
C: -0.1911 0.7407 4.1467  0.00
N: 0.1693 0.0870 2.8859  0.03
C: 1.0743 -0.9631 2.7293  0.02
C: 1.1281 -1.2207 1.4017  0.00
N: 0.2856 -0.3285 0.7609  0.04
C: -0.2906 0.4410 1.6853  0.04
H: -0.6983 0.0435 4.8472  0.00
H: 0.7033 1.1472 4.6663  0.00
H: -0.8735 1.5711 3.9302  0.00
H: 1.6005 -1.4315 3.5832  0.00
H: 1.6903 -1.9601 0.8659  0.00
H: -1.0182 1.2094 1.5585  0.00

Values from the calculation:
E_tot (eV): -50087.70535
HOMO (spin up / spin down) (eV): -21.231 / -21.192
ΔE to the lowest compared entry with this formula, charge and spin (eV): 0.0000
Largest force on an atom (hartree/bohr): 0.209
Charge: +3
Orbital gap (spin up / spin down) (eV): 6.74 / 5.20
Spin multiplicity: 4

Record 7
C10H10F4MgN4O8S4 | wB97M-V/def2-TZVPD

Each line ends with the natural charge from an NBO analysis.
Positions of all 41 atoms, in Å:
Mg: 9.9570 7.2007 8.1203  1.79
N: 10.1276 7.1811 10.1768  -1.36
S: 11.3308 5.9755 10.5194  2.47
O: 10.8172 4.9228 11.2950  -0.87
O: 12.6455 6.5105 10.6351  -0.84
F: 10.9448 5.2626 9.0863  -0.53
S: 10.0388 8.4032 11.2835  2.50
O: 9.8192 9.6990 10.6348  -0.91
O: 10.7901 8.1214 12.4554  -0.88
F: 8.6052 7.9830 11.6677  -0.49
N: 9.6387 6.1169 5.8303  -1.25
S: 8.6949 7.1060 4.6970  2.38
O: 7.4116 7.6381 5.1491  -0.86
O: 8.9269 6.6671 3.3043  -0.83
F: 9.7020 8.4011 5.0278  -0.52
S: 8.8412 4.8858 6.3719  2.49
O: 9.7272 3.9094 6.7683  -0.88
O: 7.5931 4.5847 5.6891  -0.86
F: 8.5218 5.7116 7.8364  -0.60
N: 11.3592 8.3452 7.4096  -0.67
C: 11.5924 9.5192 8.0258  0.06
C: 12.7577 10.2356 7.8685  -0.26
C: 13.7586 9.6093 7.1186  -0.10
C: 13.4495 8.5543 6.2516  -0.24
C: 12.2592 7.9326 6.5009  0.07
H: 10.7690 9.9309 8.6329  0.24
H: 12.9592 11.1188 8.4520  0.24
H: 14.7914 10.0300 7.1048  0.23
H: 14.1404 8.2611 5.4958  0.24
H: 11.9761 7.1299 5.8592  0.23
N: 8.0670 8.3395 8.2754  -0.59
C: 7.0660 8.0884 9.1252  0.07
C: 5.9795 8.9436 9.2677  -0.24
C: 6.0163 10.1559 8.5720  -0.13
C: 7.0901 10.5027 7.7892  -0.25
C: 8.0557 9.5554 7.6318  0.06
H: 7.0676 7.1217 9.5987  0.22
H: 5.1728 8.8306 9.9842  0.23
H: 5.2396 10.8795 8.7161  0.22
H: 7.0816 11.3912 7.2129  0.23
H: 8.9002 9.7798 6.9441  0.21

Values from the calculation:
E_tot (eV): -92528.90688
HOMO (eV): -10.678
ΔE to the lowest compared entry with this formula, charge and spin (eV): 0.3828
Largest force on an atom (hartree/bohr): 0.080
Orbital gap (eV): 9.92

Record 8
C10H10F5N3O2 | wB97M-V/def2-TZVPD

Each line ends with the natural charge from an NBO analysis.
Positions of all 30 atoms, in Å:
C: -3.1363 0.2386 0.1100  -0.65
C: -2.2468 -0.8001 0.7395  -0.03
C: -1.1388 -0.1948 1.7622  -0.42
C: -0.1471 0.6359 0.9696  -0.09
C: 1.0001 1.0794 1.9491  0.62
F: 0.4767 1.2325 3.1424  -0.29
F: 1.8060 0.0060 2.0449  -0.32
C: 1.8787 2.2968 1.5469  0.92
F: 1.1492 3.3153 1.0762  -0.32
F: 2.4144 2.8442 2.7199  -0.32
F: 2.8119 2.1478 0.5073  -0.29
N: 0.3236 -0.1560 -0.1636  -0.19
N: 1.4288 0.1519 -0.8761  -0.22
C: 1.4993 -0.6836 -1.9591  0.00
C: 2.6697 -0.9080 -2.8184  0.75
O: 3.7260 -0.3379 -2.5614  -0.57
O: 2.4996 -1.6733 -3.8528  -0.65
C: 0.2520 -1.3698 -1.9643  -0.34
C: -0.3940 -1.1585 -0.7540  0.32
N: -1.6375 -1.6203 -0.2720  -0.61
H: -3.2648 1.1506 0.7007  0.22
H: -4.1553 -0.2728 -0.0152  0.22
H: -2.7406 0.5774 -0.8217  0.22
H: -2.8407 -1.4888 1.3504  0.20
H: -0.6992 -1.0890 2.3213  0.24
H: -1.7433 0.3416 2.4603  0.24
H: -0.6305 1.5941 0.5956  0.23
H: 3.3060 -1.9569 -4.1851  0.50
H: -0.1950 -2.0182 -2.7233  0.22
H: -2.2720 -1.8839 -1.0294  0.39

Values from the calculation:
E_tot (eV): -32683.90744
SMILES: C[C@@H]1C[C@@H](C(F)(F)C(F)(F)F)n2nc(C(=O)O)cc2N1
HOMO (eV): -8.406
ΔE to the lowest compared entry with this formula, charge and spin (eV): 1.4343
Largest force on an atom (hartree/bohr): 0.089
Orbital gap (eV): 8.90

Record 9
C10H10F5N3O4RuS2Se | wB97M-V/def2-TZVPD

Each line ends with the Löwdin spin population.
Positions of all 36 atoms, in Å:
Ru: 0.1064 1.1289 0.1802  3.88
N: -1.7671 -0.4113 0.8708  0.09
C: -2.1269 -0.6109 2.2746  0.01
C: -1.0075 -1.3162 3.0243  0.00
C: 0.2132 -0.4480 3.2830  0.01
N: 0.9058 -0.0374 2.0596  0.11
H: -2.5214 0.0295 0.3558  0.00
H: -1.5409 -1.2851 0.4065  0.00
H: -3.0505 -1.1908 2.3758  0.00
H: -2.3071 0.3746 2.7124  0.00
H: -0.7095 -2.2155 2.4718  0.00
H: -1.3956 -1.6542 3.9883  0.00
H: 0.9012 -0.9831 3.9449  0.00
H: -0.0955 0.4624 3.8009  0.00
H: 1.4366 -0.7887 1.6267  0.00
H: 1.5680 0.7249 2.2380  0.00
O: 1.8151 2.4640 1.5885  0.10
Se: 2.5287 2.3114 0.0860  0.00
O: 3.9453 3.0480 -0.1151  0.00
O: 2.4895 0.6641 -0.1437  0.12
O: 1.2688 2.8154 -0.8943  0.15
S: 0.9636 -2.7689 -2.0720  0.07
C: 0.3518 -1.3314 -1.6709  0.06
N: -0.1413 -0.2968 -1.3852  0.10
F: 0.7833 7.1213 2.8314  0.00
C: 0.1793 6.1077 2.1976  0.01
C: -0.1487 4.9562 2.8831  0.00
F: 0.1473 4.8476 4.1851  0.00
C: -0.7738 3.9215 2.2168  0.02
F: -1.0523 2.8183 2.9351  0.00
C: -1.0934 3.9822 0.8684  0.03
S: -1.8637 2.6438 0.0100  0.22
C: -0.7504 5.1573 0.2095  0.02
F: -1.0200 5.3075 -1.0907  0.01
C: -0.1253 6.2076 0.8542  0.00
F: 0.1860 7.3284 0.1871  0.00

Values from the calculation:
E_tot (eV): -126376.91113
HOMO (spin up / spin down) (eV): -5.315 / -5.902
ΔE to the lowest compared entry with this formula, charge and spin (eV): 0.3498
Largest force on an atom (hartree/bohr): 0.011
Charge: -1
Orbital gap (spin up / spin down) (eV): 7.82 / 7.10
Spin multiplicity: 6